P.
{"formula": "C8H14FN", "method": "ωB97M-V/def2-TZVPD", "elements": ["H", "C", "F", "H", "H", "N", "H", "H", "H", "H", "C", "C", "H", "C", "H", "C", "H", "C", "C", "H", "C", "H", "H", "H"], "xyz": [[0.49974, -0.87764, -3.02169], [-1.30478, -2.28250, -1.03700], [-0.29177, 1.94722, 1.19262], [3.08046, 0.16722, 0.08666], [-1.44037, -3.06541, -1.64906], [1.82398, 1.14743, 1.47767], [3.35396, 0.00089, 1.90401], [1.86407, 0.56754, 3.52306], [-3.88588, 0.35443, -1.00371], [2.69474, 2.03014, 3.26958], [1.85181, 1.40260, 2.92922], [-2.30853, -1.14436, -1.24370], [-4.08759, -1.14102, -0.12827], [-1.11608, -0.91973, -1.64924], [3.89870, 1.48290, 0.92452], [3.14549, 0.61719, 1.05984], [0.98342, 2.06362, 3.26815], [0.81667, 1.39810, 0.61979], [-3.74348, -0.80092, -1.09309], [-0.78834, 0.44562, -3.05675], [-0.14192, -0.22331, -2.45284], [-4.30081, -1.16709, -2.00063], [0.41463, 0.51353, -1.83036], [-1.01810, -2.51645, -0.08879]], "nbo_charge": [0.2218, -0.4449, -0.3666, 0.2315, 0.1589, -0.4571, 0.2031, 0.2028, 0.2212, 0.2068, -0.4528, 0.0283, 0.2246, 0.0315, 0.2028, -0.3925, 0.2326, 0.4050, -0.6562, 0.2203, -0.6778, 0.2302, 0.2612, 0.1654], "total_charge": 0, "lumo_energy_ev": 0.8, "spin_multiplicity": 1, "orbital_gap_ha": 0.333}



Q.
{"formula": "C8H14FN", "method": "ωB97M-V/def2-TZVPD", "elements": ["C", "C", "H", "F", "H", "H", "H", "H", "C", "C", "C", "N", "C", "H", "H", "H", "H", "H", "H", "C", "C", "H", "H", "H"], "xyz": [[-1.88103, -1.58497, 2.28803], [-2.18440, 0.71091, 1.33024], [2.68514, 1.08814, -1.11001], [-1.24445, -0.24988, -2.01888], [-2.69372, -1.44207, 2.87417], [0.16099, -2.69864, 0.41811], [1.19767, -1.45938, -0.15650], [1.53292, -1.98671, 1.43466], [1.00362, 0.20805, -3.15075], [-1.39208, -0.55141, 1.51165], [0.73488, -1.76015, 0.79270], [0.68799, 0.63850, -1.85266], [-0.39599, 0.41860, -1.17782], [1.67656, -0.53659, -3.11623], [1.75423, 2.44146, -1.44748], [-1.57820, 1.56952, 1.57566], [1.34930, 1.10173, -3.65859], [1.52551, 1.33283, -0.07447], [-2.99686, 0.64123, 1.97341], [1.71880, 1.40435, -1.12821], [-0.05031, -0.67852, 1.22112], [-2.49246, 1.10015, 0.36626], [0.15545, -0.10203, -3.65010], [-1.34674, -2.53406, 2.24206]], "nbo_charge": [-0.4015, -0.6298, 0.2048, -0.3894, 0.1877, 0.1598, 0.2592, 0.2460, -0.4153, -0.1444, -0.7634, -0.4311, 0.4658, 0.2019, 0.2009, 0.2247, 0.2013, 0.2546, 0.2010, -0.4277, 0.1380, 0.2363, 0.2300, 0.1908], "total_charge": 0, "lumo_energy_ev": [0.4, 0.5], "spin_multiplicity": 1, "orbital_gap_ha": [0.267, 0.268]}



Which is the most stable structure? P is the most stable.



P.
{"formula": "C3H9O4S", "method": "ωB97M-V/def2-TZVPD", "elements": ["H", "H", "H", "H", "O", "C", "H", "C", "H", "O", "H", "H", "O", "O", "H", "S", "C"], "xyz": [[1.38250, 0.21784, -0.77891], [-0.66403, -2.71959, -0.34707], [0.02833, -0.71904, -1.42463], [-0.13030, 2.10173, -1.09086], [-1.44887, -2.98356, -0.91075], [-0.50401, 1.23810, -0.54637], [1.25626, 0.81160, 1.21079], [0.24650, -0.78469, 0.74197], [-0.57581, 1.56550, 0.50238], [1.77499, 2.22997, 0.84040], [-1.95278, -2.16014, -1.01008], [1.77414, 3.11872, 1.20010], [0.96653, -0.02298, 1.69311], [0.57631, -2.07904, 0.59427], [-0.83597, -0.69873, 1.03171], [-2.21424, 0.90202, -1.05104], [0.32045, -0.01772, -0.65502]], "nbo_charge": [0.2493, 0.4922, 0.2383, 0.3018, -1.0006, -0.5823, 0.5246, 0.3658, 0.2842, -1.2213, 0.4600, 0.4313, -0.6807, -0.5564, 0.2078, -0.1151, -0.3990], "total_charge": -1, "lumo_energy_ev": -0.7, "spin_multiplicity": 1, "orbital_gap_ha": 0.154}



Q.
{"formula": "C3H9O4S", "method": "ωB97M-V/def2-TZVPD", "elements": ["H", "H", "S", "O", "C", "C", "O", "C", "H", "H", "H", "H", "H", "O", "O", "H", "H"], "xyz": [[1.40405, -2.73709, 2.82484], [-1.37419, 0.36276, 0.10221], [-1.75848, 3.07040, -0.14221], [1.48797, 0.06688, -0.66824], [-0.23677, 2.16051, 0.17775], [-0.45360, 0.69277, 0.56486], [0.46811, -1.46333, 0.62677], [0.62111, -0.31047, 0.13450], [-0.52759, -2.39607, -2.44963], [-0.51684, 0.59910, 1.64474], [1.57208, -1.63441, 1.87746], [0.22923, 2.69818, 1.00024], [0.43787, 2.13272, -0.66620], [2.06247, -2.05928, 2.63604], [-0.79082, -2.08354, -3.32646], [-2.37228, 2.18083, -0.93345], [-0.25232, -1.27998, -3.40320]], "nbo_charge": [0.4469, 0.2046, -0.0847, -0.7525, -0.5236, -0.5272, -0.8172, 0.7710, 0.4831, 0.2135, 0.5030, 0.2083, 0.2439, -0.9954, -0.9578, 0.1097, 0.4743], "total_charge": -1, "lumo_energy_ev": 3.1, "spin_multiplicity": 1, "orbital_gap_ha": 0.301}



Which is the most stable structure? Q is the most stable.



P.
{"formula": "C4H14NO", "method": "ωB97M-V/def2-TZVPD", "elements": ["H", "H", "H", "C", "H", "O", "C", "H", "H", "H", "C", "N", "H", "H", "C", "H", "H", "H", "H", "H"], "xyz": [[-1.10766, 0.01206, -2.26328], [-1.87619, 1.43138, -1.77834], [0.33011, -1.40641, -1.45446], [-0.89555, 1.65749, 0.79013], [-1.86742, 1.30688, 1.16613], [2.71552, 0.06140, 0.68224], [-0.11797, -1.90901, -0.61287], [-1.26730, -0.98144, 0.80801], [-0.30778, 1.69490, 1.71123], [0.41601, -0.88942, 1.10843], [-0.44783, 0.65134, -0.19994], [-0.34107, -0.78584, 0.43516], [0.60193, -2.63463, -0.24094], [-1.06839, -2.41613, -0.70541], [-1.44512, 0.50540, -1.36398], [-2.40758, 0.14394, -0.96425], [-0.71226, 2.63067, 0.33234], [3.51260, 0.53886, 0.90982], [2.99513, -0.81921, 0.94194], [0.54031, 0.68247, -0.67115]], "nbo_charge": [0.2388, 0.2689, 0.2334, -0.6501, 0.2233, -0.9595, -0.4082, 0.4234, 0.2382, 0.4476, -0.0185, -0.5180, 0.2315, 0.2357, -0.6744, 0.2176, 0.2690, 0.4935, 0.4708, 0.2367], "total_charge": 1, "lumo_energy_ev": -3.1, "spin_multiplicity": 1, "orbital_gap_ha": 0.464}



Q.
{"formula": "C4H14NO", "method": "ωB97M-V/def2-TZVPD", "elements": ["H", "H", "C", "H", "H", "C", "H", "C", "N", "H", "C", "H", "H", "H", "H", "H", "H", "O", "H", "H"], "xyz": [[-2.59247, 0.14989, -0.01039], [1.87008, 2.75133, -0.73160], [0.28652, -0.02425, 1.64047], [1.37598, -2.43524, 0.87499], [0.20439, -0.66036, 2.50704], [1.02804, -1.86494, 0.01890], [1.32157, 0.31520, 1.58656], [-1.81384, 0.71486, -0.51484], [-0.63860, -0.20422, -0.73628], [0.74714, 2.43374, -1.67063], [-0.07803, -0.90002, 0.45447], [0.73366, -2.51806, -0.80014], [0.10099, 0.36878, -1.14176], [1.86013, -1.22205, -0.30205], [-0.24595, 0.91375, 1.73051], [-0.91695, -0.84240, -1.48528], [-2.13214, 1.07462, -1.47306], [1.26365, 2.02713, -0.95297], [-0.88078, -1.54492, 0.81866], [-1.49339, 1.46716, 0.18739]], "nbo_charge": [0.2340, 0.5070, -0.6336, 0.2535, 0.2482, -0.6215, 0.2305, -0.4120, -0.4976, 0.4781, -0.0472, 0.2242, 0.4507, 0.2203, 0.2287, 0.4306, 0.2326, -0.9740, 0.2108, 0.2366], "total_charge": 1, "lumo_energy_ev": -3.1, "spin_multiplicity": 1, "orbital_gap_ha": 0.472}



Which is the most stable structure? Q is the most stable.



P.
{"formula": "C4H8N2O3", "method": "ωB97M-V/def2-TZVPD", "elements": ["O", "O", "H", "H", "C", "H", "O", "H", "C", "H", "C", "N", "H", "C", "H", "H", "N"], "xyz": [[-1.40189, 2.05844, -0.41188], [1.20530, -0.87488, -1.24408], [0.87427, -0.05757, 1.61771], [0.48960, 1.39581, 0.89325], [-0.88907, -0.16630, 0.60908], [2.87278, 1.29367, 0.30266], [-2.60973, 0.06478, -1.10063], [-1.22516, -0.09358, 1.66286], [0.52018, 0.35047, 0.72028], [-1.63220, -2.10675, 0.70408], [1.51494, -0.01295, -0.40119], [-1.15647, -1.45660, 0.09940], [3.23489, 0.73387, -1.28146], [-1.67620, 0.87365, -0.42742], [-0.45089, -1.82225, -0.53229], [-2.31205, -0.88561, -0.76486], [2.64169, 0.70579, -0.44552]], "nbo_charge": [-0.5930, -0.6530, 0.2194, 0.2524, -0.1510, 0.3932, -0.7100, 0.2191, -0.5185, 0.3917, 0.6867, -0.8678, 0.4146, 0.7891, 0.4353, 0.4932, -0.8013], "total_charge": 0, "lumo_energy_ev": 0.6, "smiles": "NC(=O)C[C@H](N)C(=O)O", "spin_multiplicity": 1, "orbital_gap_ha": 0.364}



Q.
{"formula": "C4H8N2O3", "method": "ωB97M-V/def2-TZVPD", "elements": ["H", "C", "O", "H", "C", "N", "H", "C", "H", "H", "N", "O", "H", "H", "O", "H", "C"], "xyz": [[-2.13922, 2.38217, 1.20167], [0.95466, -1.76482, 1.03968], [-0.37846, -0.40061, -1.22873], [-1.28533, -2.00774, -2.11907], [-1.38931, 3.06301, 0.79690], [-0.51916, 2.32925, -0.15221], [1.14710, -1.65578, -2.30516], [0.30632, 0.11326, -0.15567], [1.75366, -2.14049, 1.91534], [-0.58958, 3.10555, 1.82059], [0.13414, 1.18377, 0.43811], [-0.28427, -2.13064, 0.64429], [0.24021, -2.70963, -0.39415], [-1.01735, 2.02601, -1.25374], [1.49907, -0.63996, 0.36843], [-1.64146, 4.11034, 0.26249], [0.05105, -1.80011, -1.58111]], "nbo_charge": [0.1931, 0.6080, -0.5518, 0.2063, -0.4285, -0.4646, 0.1915, 0.7385, 0.2213, 0.2042, -0.3497, -0.6072, 0.3588, 0.3461, -0.4794, 0.2308, -0.4174], "total_charge": 0, "lumo_energy_ev": -0.6, "spin_multiplicity": 1, "orbital_gap_ha": 0.284}



R.
{"formula": "C4H8N2O3", "method": "ωB97M-V/def2-TZVPD", "elements": ["H", "O", "H", "H", "N", "H", "C", "H", "C", "H", "C", "O", "N", "O", "C", "H", "H"], "xyz": [[-2.96286, -0.82771, -0.33032], [0.52347, 1.83705, 0.98001], [2.20962, 0.90448, 1.36491], [-1.06760, 1.95036, -1.07570], [-0.19024, 1.46515, -1.16231], [-0.05650, -0.83156, 1.78060], [-0.03900, -1.42139, 0.87934], [-0.00086, 0.90897, -1.98168], [0.62097, 1.31429, -0.11776], [0.80146, -2.07274, 0.73496], [1.84137, 0.41228, -0.39337], [2.63209, 0.35646, 0.66294], [-2.09610, -0.48632, 0.05591], [2.03299, -0.12694, -1.44952], [-1.02852, -1.36686, -0.00435], [-2.21151, -0.04474, 0.95782], [-1.00879, -1.97079, -0.90149]], "nbo_charge": [0.3804, -0.6402, 0.5160, 0.4124, -0.7722, 0.1986, -0.5359, 0.4226, 0.5619, 0.2198, 0.7101, -0.6532, -0.8275, -0.5757, 0.0105, 0.3789, 0.1938], "total_charge": 0, "lumo_energy_ev": 0.7, "smiles": "NC(=O)C(=O)O.C=CN", "spin_multiplicity": 1, "orbital_gap_ha": 0.347}



Which is the most stable structure? R is the most stable.



P.
{"formula": "C4H8N2O3", "method": "ωB97M-V/def2-TZVPD", "elements": ["C", "O", "H", "H", "N", "O", "C", "O", "H", "C", "H", "H", "H", "H", "N", "H", "C"], "xyz": [[-0.80754, 0.32990, -1.66663], [1.03261, 1.88993, 0.63764], [1.14631, 1.63839, 1.56845], [1.30364, 0.37852, -2.19332], [-0.93158, -1.98905, 1.74170], [-0.88100, -0.73284, -0.74149], [0.61493, 0.92459, -1.55029], [0.58294, -0.44296, 2.44784], [-0.92884, -2.46523, 2.62530], [-0.16903, -0.87992, 1.59128], [0.62092, 1.98001, -1.81577], [-1.55005, 1.09807, -1.41873], [-1.52943, -2.30310, 0.99873], [-1.01716, -0.08918, -2.65154], [-0.35228, -0.17981, 0.43977], [1.85453, 0.08487, 0.08265], [1.01102, 0.75781, -0.09560]], "nbo_charge": [-0.0598, -0.6946, 0.5099, 0.2190, -0.8349, -0.3835, -0.4869, -0.6842, 0.4074, 0.7465, 0.2391, 0.1790, 0.4046, 0.2008, -0.2347, 0.1751, 0.2974], "total_charge": 0, "lumo_energy_ev": 0.9, "smiles": "NC(=O)N1OCC[C@H]1O", "spin_multiplicity": 1, "orbital_gap_ha": 0.360}



Q.
{"formula": "C4H8N2O3", "method": "ωB97M-V/def2-TZVPD", "elements": ["C", "C", "H", "O", "C", "H", "O", "H", "C", "N", "H", "N", "O", "H", "H", "H", "H"], "xyz": [[-1.07643, 1.31425, -0.13449], [-0.02502, 0.59152, 0.70434], [0.76897, -3.33664, 1.35852], [-0.86782, 2.46142, -0.50008], [0.79638, -2.44300, 0.74110], [0.75439, -0.55222, -1.93362], [0.89370, 1.41682, 1.25612], [-2.90702, 1.00603, -0.96759], [1.14814, 0.04917, -1.12719], [1.12125, -2.23076, -0.38670], [-2.28979, -0.32784, -0.02623], [-2.17270, 0.59088, -0.41951], [-0.43140, -0.38514, 1.42966], [0.28899, -1.36061, 1.38987], [0.95690, 1.10090, -1.30002], [0.87133, 2.24715, 0.74832], [2.17013, -0.14194, -0.83251]], "nbo_charge": [0.5957, 0.5873, 0.2671, -0.6342, -0.1701, 0.2006, -0.6884, 0.4086, -0.6456, -0.1716, 0.4156, -0.8020, -0.6492, 0.3914, 0.1885, 0.5056, 0.2006], "total_charge": 0, "lumo_energy_ev": [-0.9, -0.9], "spin_multiplicity": 1, "orbital_gap_ha": [0.275, 0.275]}



Which is the most stable structure? P is the most stable.



P.
{"formula": "C6H6BaO3", "method": "ωB97M-V/def2-TZVPD", "elements": ["H", "O", "O", "O", "H", "C", "C", "C", "C", "Ba", "H", "H", "H", "C", "C", "H"], "xyz": [[-1.50039, -2.03693, 0.04545], [1.03664, -0.62027, -0.55778], [-3.91255, -0.15651, 1.68325], [-4.05325, 0.48196, -0.47517], [2.77024, 0.51458, 2.73145], [2.41114, 0.24222, 1.73250], [-2.03461, -0.29034, 0.31815], [-0.99785, -1.08456, 0.50233], [0.39003, -0.70983, 0.51074], [3.28771, -0.40753, -1.89236], [2.47002, 1.15743, 1.12275], [3.11023, -0.52539, 1.36158], [0.92060, -1.15438, 2.48154], [-3.48013, 0.02273, 0.52962], [0.99030, -0.28060, 1.81228], [0.31333, 0.46856, 2.25273]], "nbo_charge": [0.3008, -0.8417, -0.6466, -0.6810, 0.2645, -0.6165, 0.1915, -0.6212, 0.6882, 1.9478, 0.1947, 0.1572, 0.2728, 0.6318, -0.5361, 0.2938], "total_charge": 1, "lumo_energy_ev": [-6.6, -6.6], "spin_multiplicity": 2, "s2": 0.76, "orbital_gap_ha": [0.108, 0.106]}



Q.
{"formula": "C6H6BaO3", "method": "ωB97M-V/def2-TZVPD", "elements": ["C", "H", "O", "C", "O", "O", "C", "H", "C", "H", "H", "C", "H", "Ba", "H", "C"], "xyz": [[0.41571, -0.20294, 0.50556], [-0.05300, -2.89177, 1.35178], [2.41039, 1.19259, -2.99163], [0.82478, -2.36652, 1.77212], [0.22814, 1.58026, -3.39577], [-0.79232, -0.25638, 0.89175], [0.85916, 0.88512, -0.24465], [1.60512, 2.57180, -0.62221], [1.37567, -1.31830, 0.82104], [2.28804, -0.86289, 1.23530], [1.56108, -3.16090, 1.94050], [0.99839, 1.76106, -1.17429], [1.67909, -1.77883, -0.13089], [-2.18735, -0.53733, 3.09783], [0.63843, -1.95622, 2.78332], [1.24808, 1.50032, -2.70326]], "lowdin_charge": [-0.4557, 0.0815, 0.0450, -0.1261, 0.0583, -0.3392, 0.0790, 0.1674, -0.1748, 0.1346, 0.0882, 0.0281, 0.1444, 1.9166, 0.0385, -0.6857], "total_charge": 1, "lumo_energy_ev": [-6.1, -6.1], "spin_multiplicity": 2, "s2": 0.76, "orbital_gap_ha": [0.163, 0.155]}



Which is the most stable structure? Q is the most stable.



P.
{"formula": "C4H9NOS", "method": "ωB97M-V/def2-TZVPD", "elements": ["C", "H", "C", "O", "C", "H", "N", "H", "H", "H", "H", "C", "H", "H", "S", "H"], "xyz": [[0.63742, -0.49643, 0.27183], [-0.10098, -2.55398, 0.26189], [0.50365, -1.92779, -0.38274], [-1.75074, 2.78668, 1.06383], [0.30463, 0.73138, -0.55509], [1.63828, -0.35166, 0.67635], [0.23045, 1.79365, 0.46789], [-0.54480, 0.59442, -1.24204], [-1.60188, -2.24738, -1.29383], [1.20383, 0.95454, -1.13231], [0.02201, -0.78100, 1.15056], [-0.98994, 1.86956, 1.13648], [-1.11711, 1.12411, 1.98542], [0.63752, 2.70103, 0.24665], [-0.50128, -1.83323, -1.88372], [1.42893, -2.36388, -0.77119]], "nbo_charge": [-0.4169, 0.2583, -0.5366, -0.4433, -0.2452, 0.2557, -0.5491, 0.2240, 0.1446, 0.2438, 0.2440, 0.5116, 0.1328, 0.4270, 0.4718, 0.2775], "total_charge": 1, "lumo_energy_ev": [-3.7, -9.0], "spin_multiplicity": 2, "s2": 0.76, "orbital_gap_ha": [0.392, 0.171]}



Q.
{"formula": "C4H9NOS", "method": "ωB97M-V/def2-TZVPD", "elements": ["H", "H", "H", "H", "C", "O", "S", "C", "N", "H", "H", "H", "H", "H", "C", "C"], "xyz": [[0.11592, 1.17578, -0.26564], [2.27409, 0.97275, 1.54438], [3.60051, 0.56422, 0.45846], [-0.45907, -1.63171, 0.42390], [1.62105, -0.20507, 0.00467], [1.86546, -1.33183, -0.31555], [-3.44117, -0.35712, -0.88147], [2.55616, 0.84742, 0.49461], [0.25356, 0.18055, -0.08494], [-1.94782, 0.83363, 0.51340], [-2.74587, 0.01514, -1.92121], [-2.34958, -0.71743, 1.21693], [-0.82892, -1.11641, -1.25322], [2.35534, 1.78545, -0.01254], [-2.09530, -0.21259, 0.28756], [-0.77436, -0.80276, -0.20932]], "nbo_charge": [0.4240, 0.2640, 0.2836, 0.2797, 0.6555, -0.3976, 0.2132, -0.7194, -0.3145, 0.2368, 0.1120, 0.2731, 0.2779, 0.2475, -0.5638, -0.2720], "total_charge": 1, "lumo_energy_ev": [-3.3, -9.1], "spin_multiplicity": 2, "s2": 0.76, "orbital_gap_ha": [0.397, 0.154]}



Which is the most stable structure? Q is the most stable.